Record 1
Here is a cluster of 10 separate species, C38H58Br18INO3P2S in total in a non-equilibrium geometry from OMol25. Energies are from ωB97M-V with the def2-TZVPD basis set.

Each line ends with the Mulliken charge.
Geometry (Å):
1 C -3.875 1.630 2.470  -1.099
2 C -3.284 0.676 1.761  0.130
3 C -2.415 -0.508 1.035  -0.025
4 N -0.985 -0.090 1.157  0.649
5 C -0.285 -0.701 2.306  -0.249
6 C -0.742 -0.191 3.755  -0.660
7 C -0.083 -0.825 5.047  -0.110
8 C 1.037 -1.925 4.987  -0.599
9 I 1.903 -2.669 6.835  0.021
10 C 1.500 -2.448 3.577  0.019
11 C 2.671 -3.580 3.503  -0.805
12 C 4.078 -2.746 3.716  -0.405
13 C 5.244 -3.194 2.694  0.374
14 C 4.835 -3.099 1.128  -0.849
15 C 6.492 -2.146 2.902  -1.256
16 C 0.816 -1.817 2.287  0.965
17 S 1.405 -2.508 0.653  -0.021
18 C 0.876 -1.156 -0.544  -0.558
19 C 1.633 -1.157 -1.945  -0.493
20 C 1.233 -0.072 -3.014  0.493
21 P 2.198 -0.083 -4.667  0.258
22 O 3.864 -0.213 -4.149  -0.503
23 O 1.940 -1.610 -5.488  -0.388
24 C 0.093 0.946 -2.630  0.162
25 C -0.663 0.944 -1.220  0.199
26 P -2.019 2.237 -0.986  0.587
27 O -3.392 1.553 -1.328  -0.646
28 C -0.242 -0.143 -0.116  -0.122
29 H -4.004 2.625 3.048  0.363
30 H -2.669 -1.468 1.638  0.337
31 H -2.810 -0.569 -0.041  0.440
32 H -1.563 0.595 3.915  0.209
33 H -0.443 -0.456 6.078  0.117
34 H 2.656 -4.180 2.522  0.334
35 H 2.595 -4.292 4.422  0.374
36 H 4.394 -2.805 4.822  0.309
37 H 3.840 -1.631 3.466  0.256
38 H 5.694 -4.243 2.931  0.206
39 H 5.838 -3.038 0.540  0.405
40 H 4.244 -2.145 0.866  0.118
41 H 4.320 -4.074 0.761  0.189
42 H 7.406 -2.450 2.252  0.359
43 H 6.160 -1.103 2.514  0.276
44 H 6.795 -2.044 4.013  0.330
45 H 2.465 -1.952 -2.121  0.020
46 H 3.938 -0.940 -3.466  0.336
47 H 2.498 -2.309 -5.039  0.285
48 H -0.208 1.746 -3.406  -0.623
49 H -1.823 3.246 -2.012  -0.064
50 H -2.080 2.814 0.325  0.073
51 Br -4.311 0.856 4.982  -0.061
52 C -5.957 -0.188 4.944  -0.523
53 C -6.028 -1.141 6.112  -0.647
54 Br -4.882 -2.692 5.829  -0.144
55 H -5.993 -0.688 3.975  0.391
56 H -6.761 0.549 4.998  0.361
57 H -7.036 -1.548 6.215  0.374
58 H -5.725 -0.690 7.058  0.328
59 Br -0.360 3.468 -5.214  0.033
60 C 0.690 4.072 -6.742  -0.798
61 C 1.778 3.083 -7.067  0.340
62 Br 3.260 3.233 -5.811  -0.139
63 H 1.065 5.067 -6.501  0.404
64 H -0.023 4.149 -7.566  0.416
65 H 2.214 3.293 -8.046  -0.424
66 H 1.440 2.045 -7.041  0.364
67 Br -0.378 -6.364 0.445  -0.166
68 C -1.769 -5.820 -0.809  -0.597
69 C -1.187 -5.059 -1.975  -0.600
70 Br -0.738 -3.229 -1.474  0.117
71 H -2.502 -5.246 -0.241  0.358
72 H -2.227 -6.752 -1.147  0.396
73 H -1.922 -4.961 -2.776  0.098
74 H -0.278 -5.510 -2.376  0.425
75 Br -1.076 7.070 -6.872  -0.179
76 C -2.650 6.274 -6.041  -0.063
77 C -3.455 7.304 -5.288  -0.504
78 Br -2.616 7.751 -3.585  -0.153
79 H -2.296 5.458 -5.410  -0.061
80 H -3.232 5.862 -6.868  0.377
81 H -4.436 6.906 -5.026  0.082
82 H -3.581 8.240 -5.834  0.430
83 Br -6.661 5.099 -5.992  -0.167
84 C -5.840 3.637 -4.996  -0.512
85 C -5.981 3.841 -3.507  -0.489
86 Br -4.716 5.172 -2.854  -0.126
87 H -4.802 3.570 -5.326  0.255
88 H -6.376 2.740 -5.314  0.388
89 H -5.732 2.924 -2.968  0.284
90 H -6.976 4.173 -3.208  0.400
91 Br -2.684 -0.632 7.783  -0.074
92 C -1.937 0.395 9.261  -0.763
93 C -0.642 -0.210 9.748  0.074
94 Br -0.969 -1.793 10.840  -0.154
95 H -2.706 0.450 10.033  0.436
96 H -1.765 1.394 8.855  0.364
97 H -0.117 0.485 10.407  -0.020
98 H 0.025 -0.512 8.940  0.135
99 Br -1.330 -4.934 -5.551  -0.098
100 C -0.251 -4.347 -7.064  -0.448
101 C 0.840 -5.342 -7.376  -0.588
102 Br 2.311 -5.202 -6.103  -0.155
103 H 0.127 -3.353 -6.820  0.259
104 H -0.950 -4.269 -7.899  0.330
105 H 1.287 -5.131 -8.350  0.344
106 H 0.499 -6.378 -7.355  0.383
107 Br 1.462 1.753 12.512  -0.153
108 C 1.107 -0.055 13.154  -0.556
109 C 1.756 -0.295 14.495  -0.623
110 Br 3.674 -0.595 14.308  -0.140
111 H 1.450 -0.741 12.378  0.369
112 H 0.021 -0.119 13.235  0.348
113 H 1.370 -1.209 14.951  0.367
114 H 1.630 0.534 15.192  0.392
115 Br 3.136 3.539 -10.587  -0.152
116 C 5.041 3.335 -10.947  -0.562
117 C 5.845 3.370 -9.670  -0.583
118 Br 6.030 5.192 -9.001  -0.112
119 H 5.317 4.119 -11.653  0.368
120 H 5.136 2.363 -11.435  0.345
121 H 6.866 3.029 -9.849  0.358
122 H 5.405 2.779 -8.865  0.321

Output
- Kohn-Sham gap: 0.2591 Eh
- Calculated total energy: -1346244.725 eV
- Molar mass: 2236.1 g/mol
- HOMO energy: -7.681 eV



Record 2
Here is a cluster of 2 separate species, C2H6N6O in total in a non-equilibrium geometry from OMol25. Energies are from ωB97M-V with the def2-TZVPD basis set.

Each line ends with the Mulliken charge.
Geometry (Å):
1 C 1.445 1.688 -0.960  0.287
2 C -1.228 -2.670 1.102  -0.137
3 N 2.094 0.931 -1.927  0.067
4 N 1.552 -0.285 -1.927  -0.495
5 N 1.649 2.930 -0.788  -0.690
6 N 0.463 0.841 -0.517  0.524
7 N 0.585 -0.376 -1.178  -0.061
8 N -0.399 1.115 0.519  -0.707
9 O -1.259 -1.562 1.651  -0.425
10 H -1.593 -3.496 1.642  0.298
11 H -1.073 -2.635 0.052  0.242
12 H 1.074 3.154 -0.030  0.252
13 H -1.294 0.952 0.161  0.247
14 H -0.287 0.584 1.381  0.291
15 H 3.127 1.065 -2.148  0.307

Output
- Kohn-Sham gap: 0.3261 Eh
- Calculated total energy: -13155.572 eV
- Energy relative to the best compared isomer or geometry (same formula, charge and spin): 19.5 kcal/mol
- Molar mass: 130.1 g/mol
- HOMO energy: -8.562 eV



Record 3
Here is a cluster of 3 separate species, C2H5NS2 in total in a non-equilibrium geometry from OMol25. Energies are from ωB97M-V with the def2-TZVPD basis set.

Each line ends with the Mulliken charge.
Geometry (Å):
1 C -0.449 1.254 0.792  -0.420
2 C 0.245 0.151 -0.098  0.210
3 H -1.664 -0.351 2.691  0.220
4 H -2.807 1.418 1.347  0.259
5 H 0.162 1.059 1.581  0.295
6 H -0.300 2.124 0.200  0.407
7 H 0.396 -1.810 -0.868  0.136
8 N -1.653 0.502 1.168  -0.708
9 S -0.615 -1.256 -0.248  -0.126
10 S 1.678 0.357 -0.833  -0.271

Output
- Kohn-Sham gap: 0.2678 Eh
- Calculated total energy: -25308.480 eV
- Energy relative to the best compared isomer or geometry (same formula, charge and spin): 169.4 kcal/mol
- Molar mass: 107.2 g/mol
- HOMO energy: -8.395 eV



Q: Which of these has the lowest molar mass?
A: C2H5NS2



Q: Kohn-Sham gap of number 1 (C38H58Br18INO3P2S)?
A: 0.2591 Eh



Q: Number 3 is which compound?
A: C2H5NS2